{"formula": "C12H19ClO3Si", "method": "the ωB97M-V functional and the def2-TZVPD basis", "symbols": ["Cl", "O", "O", "O", "C", "C", "C", "C", "C", "C", "C", "C", "C", "C", "C", "C", "Si", "H", "H", "H", "H", "H", "H", "H", "H", "H", "H", "H", "H", "H", "H", "H", "H", "H", "H", "H"], "xyz": [[0.5854, 4.8205, 3.1358], [1.2482, -0.9902, -0.7759], [-1.0293, -1.2897, 0.6021], [-1.0504, 0.1732, -1.8674], [-0.7309, 3.3349, 1.3537], [1.3627, 2.4944, 2.0546], [-0.9196, 2.2224, 0.5613], [1.1898, 1.3814, 1.2662], [0.4059, 3.4848, 2.1539], [0.0383, 1.2288, 0.5337], [3.3396, 0.0014, -1.4873], [-0.5891, -3.1929, 2.0545], [-3.1250, -1.0852, -1.8253], [1.9154, -0.4064, -1.8402], [-0.3288, -1.7235, 1.7375], [-1.8496, -0.7509, -2.5686], [-0.2331, -0.2756, -0.4443], [-1.3974, 4.1817, 1.3472], [2.2892, 2.5902, 2.6363], [-1.7644, 2.0999, -0.0420], [2.0115, 0.6767, 1.1199], [3.2618, 0.6555, -0.6069], [3.8325, 0.5433, -2.2740], [3.9097, -0.8764, -1.2468], [0.0427, -3.5581, 2.8772], [-0.3531, -3.8072, 1.1696], [-1.6399, -3.3953, 2.3541], [-3.8511, -1.5846, -2.4779], [-2.9899, -1.6845, -0.9151], [-3.5823, -0.1479, -1.5005], [1.8722, -1.1199, -2.6784], [1.2900, 0.4670, -2.1577], [-0.6134, -1.0825, 2.5590], [0.7805, -1.5612, 1.5538], [-2.1244, -0.2456, -3.5461], [-1.2036, -1.5786, -2.8160]], "de_lowest_ev": 0.000, "energy_ev": -39297.953, "multiplicity": 1, "homo_energy_ev": -9.147, "homo_lumo_gap_ev": 9.994, "smiles": "CCO[Si](OCC)(OCC)c1ccc(Cl)cc1"}